A 8-piece molecular cluster, C22H48O14S5 overall, computed with ωB97M-V/def2-TZVPD.

## Properties
E_HOMO (eV): -8.82
Energy above the lowest of the compared OMol25 structures with the same formula, charge and spin (kcal per mole): 79.9
HOMO-LUMO gap (hartree): 0.3265

Cartesian coordinates (Å):
O1 3.9879 -3.0186 -1.9793
O2 4.5874 -2.0161 -0.1292
O3 4.3173 -0.7535 -2.0625
C1 4.2188 -1.8462 -1.4620
C2 4.4441 -3.3710 0.3119
C3 -7.3752 1.3110 5.9071
H1 4.4561 6.7896 -4.1621
H2 3.5220 -2.0183 10.8551
O4 -7.5710 2.6950 5.6703
O5 6.3574 8.3556 -3.3919
H3 -0.3596 2.5867 -7.4603
H4 -0.6015 -6.8459 -8.7921
H5 -5.1275 -7.8949 0.3379
H6 0.3247 6.3006 -8.4130
H7 1.3408 0.2767 8.8459
H8 -4.0368 0.3461 6.2523
C4 3.3406 -2.6351 9.9749
S1 -0.7199 -6.2029 -6.3518
H9 -1.0899 4.7651 0.1322
H10 2.9797 -3.6385 10.2005
C5 -3.1300 -5.7289 1.5383
O6 8.0598 7.7335 -4.6907
H11 -1.8369 2.9102 -8.3057
H12 -2.7493 -6.6697 1.1407
C6 3.8852 -4.0589 -0.9634
H13 -0.1917 3.4967 2.5983
O7 -5.3683 2.3288 5.6394
H14 -4.7372 -7.9484 2.0553
H15 3.6521 8.1188 -3.4257
H16 -5.2379 0.4919 7.6099
H17 -2.8078 -4.8634 -6.7346
H18 5.8278 5.7198 -1.7935
H19 -0.4282 5.1525 -9.4543
H20 0.8896 4.6243 -8.3020
H21 5.2833 8.4868 -1.7233
O8 -5.7067 -5.0217 2.2483
H22 3.1277 0.0321 9.0760
H23 -6.3649 -7.6352 1.6235
H24 -1.0887 -8.1449 -7.7914
S2 1.9721 -2.0346 8.9311
H25 -7.7182 1.0884 6.9176
H26 -2.6912 4.8422 0.8128
C7 -1.1997 -7.0669 -7.9082
H27 -3.0324 -5.6743 2.6225
C8 2.1232 -0.2767 9.3652
H28 4.2622 -2.6839 9.3948
H29 6.8521 6.9660 -1.0034
H30 -2.5210 -4.9155 1.1439
C9 -1.3110 3.1111 -7.3724
C10 0.0165 5.2563 -8.4646
C11 -1.7316 -4.7042 -6.6674
H31 2.0063 -0.2978 10.4487
H32 0.2783 1.9053 2.1501
C12 5.5441 7.7573 -2.4900
S3 -4.9503 -5.6840 1.1019
H33 5.4159 -3.7574 0.6190
C13 -5.9263 0.9870 5.6040
S4 -1.1380 4.9569 -7.0721
C14 4.3193 7.2864 -3.2017
C15 7.3431 7.5071 -3.7320
H34 5.7546 -5.1013 -1.5429
C16 -0.1288 2.8290 1.7390
C17 -6.3526 3.2761 5.5148
H35 -1.3814 -4.2401 -7.5894
H36 -2.2514 -6.8532 -8.0988
C18 4.7320 -5.3267 -1.2403
H37 -5.9177 0.5332 4.6130
H38 -2.4500 4.1877 -0.8098
O9 -6.1827 4.4981 5.3153
O10 -1.5208 -6.9535 -5.2709
H39 0.6366 3.2515 1.0880
H40 -5.3302 -0.8268 6.4581
H41 -1.5490 -4.0029 -5.8533
C19 6.3901 6.6426 -1.9361
H42 4.3167 -5.9861 -2.0025
O11 0.7285 -2.5975 9.6761
C20 -5.3413 -7.4389 1.3046
H43 3.6512 -3.4506 1.0555
H44 -8.0892 0.8094 5.2540
O12 -2.3919 5.7168 -7.5033
O13 -1.4311 1.7235 -0.4488
C21 -5.0740 0.2272 6.5653
H45 2.8373 -4.3172 -0.8107
O14 7.3402 6.4346 -2.9069
C22 -2.0353 4.2264 0.1975
H46 3.8042 6.5828 -2.5477
H47 4.8111 -5.8680 -0.2976
S5 -1.7233 2.5812 0.7787
H48 -1.8386 2.6641 -6.5298